No. 1
C41H26F5N6ORuS | the ωB97M-V functional and the def2-TZVPD basis

```
81
Properties=species:S:1:pos:R:3:forces:R:3
C -2.622001 4.345740 -0.025631 2.6 -2.7 0.2
C 4.446099 -6.336260 -0.507431 -0.6 -0.9 0.2
H 1.295899 -5.979660 -0.204631 0.0 0.1 0.0
C 1.076999 -3.263360 -0.103931 1.3 -0.8 -0.4
F -2.441101 0.640240 1.450469 -0.4 -0.1 0.0
C 3.179099 -6.939060 -0.285231 0.7 0.2 -0.1
C -2.993901 -1.126160 -2.199231 0.1 0.0 0.1
S 0.812499 2.094740 -2.216831 0.2 -0.3 0.2
C 2.587299 -0.165660 2.009269 -0.9 -1.3 1.1
N 1.116399 -0.935260 -0.665131 0.8 -1.0 0.2
C 2.352599 -1.123960 -1.178731 -0.8 0.7 -0.1
C 3.011599 -4.741860 -0.559331 1.2 -2.0 0.2
H -6.635501 2.337040 -2.901231 -0.1 0.0 -0.1
H 4.098899 -10.143660 0.001569 0.0 -0.1 0.0
C 2.982499 0.864040 1.130769 -0.5 1.9 -1.8
H 3.728299 4.139540 -2.042431 0.0 0.0 0.0
H 4.082099 -2.549160 3.934669 0.0 0.0 0.1
H -1.134901 7.183940 3.243369 0.0 0.0 0.1
C -3.983101 -1.220560 -1.229831 0.2 0.1 0.1
C -1.548001 0.170740 -0.686131 -0.4 -0.3 0.1
F -0.870901 -0.406360 -2.871031 -0.2 -0.2 -0.3
C -1.817001 -0.447060 -1.906531 0.0 0.2 0.5
N 4.304899 -4.996060 -0.687531 -0.8 1.1 0.0
C -5.825801 2.750640 -2.319431 0.1 0.0 0.1
H 4.040799 1.124940 1.094469 -0.1 0.1 0.0
H -4.317301 1.551940 -3.261131 0.0 -0.1 0.0
C 3.009199 -2.323160 -1.158731 0.0 -1.5 0.3
C 0.516599 -2.020360 -0.132931 -0.3 0.9 -0.3
C 2.249199 2.843440 -1.540531 -1.2 -1.0 -0.1
H -2.471901 2.511740 -1.964031 0.1 0.0 0.0
C -3.717301 3.827740 -0.813931 -1.2 -0.3 -0.6
C -1.547601 3.475440 0.139569 -3.6 3.8 -0.1
H 1.719099 -3.083860 4.444269 -0.1 0.0 0.1
H -4.078901 6.582540 -0.657931 -0.1 -0.1 0.0
H 6.296599 -9.131360 -0.282031 0.1 0.0 0.0
H 4.004999 -2.412660 -1.565031 0.1 0.0 0.0
C -2.583501 0.068340 0.241069 0.1 -0.1 -0.4
O 0.212599 0.145740 1.771569 -0.4 -0.5 -0.3
C 1.949699 -2.266060 3.774269 0.1 0.1 -0.1
C -2.709701 8.034540 2.062369 0.1 -0.1 -0.1
C 4.173099 -9.073160 -0.124531 -0.4 0.1 0.1
H -0.099501 -1.745560 3.416469 -0.1 0.0 0.0
H -2.754701 8.952940 2.630469 0.0 0.1 0.0
C 3.585899 -0.922460 2.656569 -0.4 0.4 -0.5
H -1.080901 5.069940 1.989969 0.0 -0.1 0.0
H -0.458901 -1.862960 0.311669 0.1 0.1 -0.1
H 6.561899 -6.689860 -0.616431 0.1 0.1 -0.1
C -5.045501 4.226540 -0.593531 0.4 0.0 0.1
C 3.023099 -8.300460 -0.105631 0.0 -0.3 0.0
N 2.291999 -5.903960 -0.305631 0.1 0.7 -0.2
C 3.285999 -1.964360 3.493769 0.2 -0.4 0.3
C 0.938999 -1.533760 3.198569 0.1 -0.1 0.2
C -2.637601 5.620240 0.628469 0.1 1.6 0.7
C -4.524301 2.309240 -2.519231 -0.2 -0.1 -0.2
F -5.127101 -1.889960 -1.475231 0.1 0.1 0.0
C 5.427399 -8.490960 -0.294531 0.3 0.0 -0.1
N 2.827299 2.445840 -0.457631 1.5 1.5 -0.2
C -1.766801 5.854840 1.708669 -0.3 -0.3 -0.3
H -7.087601 4.052640 -1.179931 0.0 0.0 0.1
N 2.780799 3.872040 -2.252331 0.4 0.4 -0.1
C -1.806201 7.038440 2.409669 0.0 0.2 0.1
C -3.486501 2.841540 -1.787831 0.3 0.3 0.2
F -3.182701 -1.715260 -3.398331 0.0 0.0 0.0
C 2.382599 -3.468960 -0.612931 -1.4 2.5 0.0
C -6.074901 3.709440 -1.349631 -0.3 -0.1 -0.1
C -3.482001 6.676240 0.236969 0.2 -0.4 -0.1
F -4.706801 -0.720760 0.963869 -0.1 0.0 -0.1
N 2.195999 1.524040 0.297669 1.2 -1.6 1.5
H 2.813399 -0.254060 -1.635631 -0.1 0.0 0.1
H 2.045199 -8.737960 0.036969 0.0 -0.1 0.0
H 0.519399 -4.064760 0.354769 -0.1 -0.1 0.1
C -0.684601 2.614640 0.281269 3.0 -3.7 -0.5
H 2.435799 4.004940 -3.187931 0.1 -0.1 0.1
Ru 0.312099 0.949940 -0.132131 -2.1 2.5 -0.2
C -3.768301 -0.617060 0.001569 0.1 0.1 0.1
C 1.204999 -0.485460 2.284569 0.7 0.3 0.2
H 4.617899 -0.673260 2.455769 0.2 0.0 0.0
H -5.271001 4.914840 0.207969 0.0 0.1 0.0
C -3.529301 7.850340 0.958869 0.0 0.3 0.2
C 5.587699 -7.132760 -0.490231 -0.1 0.0 0.0
H -4.211901 8.637640 0.663569 0.0 0.0 -0.1
```
Forces are in eV/Å.

Output
Energy (eV): -80932.3215
Gap between HOMO and LUMO (alpha / beta) (eV): 4.82 / 4.82
Strongest force on any atom (eV/A): 5.2
Lowest unoccupied orbital energy (alpha / beta) (eV): 0.929 / 0.928
Highest occupied orbital energy (alpha / beta) (eV): -3.895 / -3.894
Charge: -1



No. 2
C41H29BF9N | the ωB97M-V functional and the def2-TZVPD basis

```
81
Properties=species:S:1:pos:R:3:forces:R:3
H -0.027946 -1.960013 2.999996 0.4 -0.2 0.1
C 0.362637 -0.122976 -3.536531 0.0 0.3 -0.2
F -6.204176 -0.817372 -2.270104 0.9 0.4 -0.1
H 1.626711 -1.864425 -3.870076 -0.2 0.3 -0.3
C 1.842512 -3.081273 -0.129379 0.3 0.3 -0.1
C -0.056639 5.269997 -4.652757 -0.4 0.2 0.0
C 4.006034 -4.136857 0.049711 -0.1 0.4 0.0
C -0.001143 1.298526 -5.370755 0.0 -0.5 -0.1
H 1.036677 1.095477 4.515197 -0.4 0.2 0.1
C 2.083691 -2.617236 7.003180 -0.2 0.0 -0.2
C 0.512677 0.538892 1.916418 1.8 -1.0 0.7
H 0.517027 -3.620087 3.317941 0.0 0.4 -0.1
C -1.601897 1.717060 2.451392 0.5 -0.5 -0.3
C 0.800000 0.499226 -6.188842 0.0 -0.1 0.2
F -2.520823 1.558523 -0.458154 -0.6 -0.4 -0.7
C 3.252871 -3.255171 -2.093545 -0.1 -0.1 0.5
C 1.726789 0.037366 2.377308 -1.7 1.3 -0.5
H 0.950066 0.777227 -7.226784 0.0 -0.2 0.1
C -3.272820 0.646720 -3.875298 -0.2 0.1 0.3
C -2.433747 4.171147 -3.697324 0.6 0.2 -0.2
C -3.156941 1.032116 -1.570524 0.1 0.0 -0.2
C -2.098665 2.430887 4.705850 0.2 -0.3 -0.6
C -1.247987 3.460367 -3.469171 -0.1 0.4 0.0
H 0.143715 0.347835 0.901691 -0.2 -0.6 0.5
H -3.519876 2.441720 3.058866 0.3 0.1 0.1
C -5.003949 -0.166416 -2.447852 0.1 0.0 0.0
C 0.943351 -2.267670 4.892294 0.1 0.1 0.4
C -2.491228 5.318457 -4.489537 0.2 0.1 0.0
C -0.081378 4.130246 -3.862791 -0.4 0.2 0.0
C -1.293045 5.827748 -4.981205 0.0 -0.4 -0.4
N 2.007160 -2.380557 2.601505 0.3 2.0 -1.2
F -3.625464 3.752215 -3.151614 0.8 0.1 -0.6
C 2.855190 -3.627496 0.665979 0.0 -0.3 -0.9
C 1.369655 -0.638912 -5.627719 0.0 0.3 -0.1
C 2.335556 -1.204313 2.065065 0.5 -2.3 -0.2
C 1.163641 -0.975283 -4.293345 0.1 -0.1 -0.1
H -2.784648 2.871453 5.423020 0.1 -0.1 -0.1
C 0.062136 1.462679 4.189452 -0.3 0.0 -0.5
C -2.551819 1.201692 -2.812460 -0.2 -0.2 0.1
H 2.929076 -3.022749 7.557754 -0.2 0.1 -0.1
B -1.122621 1.939930 -2.977980 0.3 0.1 0.9
C -4.365778 0.387821 -1.339806 -0.1 -0.2 0.0
H 0.891480 -2.774041 0.318055 0.3 0.0 -0.2
H -0.438832 2.274412 6.104509 -0.2 -0.1 -0.1
C -0.037184 -1.451426 6.955404 0.3 -0.2 0.1
F -0.614333 2.341187 -6.018508 0.5 -0.7 0.7
C -2.503503 2.211532 3.377389 0.1 0.3 0.7
H -4.940470 -0.509370 -4.592257 0.0 0.1 0.2
C 1.043780 -1.968894 7.683880 0.0 0.0 -0.5
C -0.231825 1.046945 -4.009667 0.1 0.0 -0.1
F 2.167504 -1.444564 -6.408597 -0.5 0.5 0.6
H 4.757936 -4.648408 0.661904 -0.2 0.3 -0.3
H -0.535173 1.967614 -1.875088 -0.3 -0.2 -0.6
C -0.799173 2.074855 5.097142 0.1 0.0 -0.4
H 2.160980 -4.481380 2.526886 0.0 0.3 0.1
F 0.141125 -0.478714 -2.209973 0.2 0.1 -1.0
H -0.921678 -1.199776 4.992051 0.2 -0.1 0.3
C -0.083074 -1.600969 5.569421 0.1 0.0 -0.2
C 2.716689 -3.610064 2.162116 0.5 -0.2 0.0
F 1.134723 3.602349 -3.499566 -0.7 0.2 -0.4
C -0.320542 1.276772 2.829343 -0.5 1.5 1.3
C -4.458165 -0.068867 -3.725855 -0.2 0.0 0.2
H 1.070468 -1.874195 8.771962 0.0 0.0 -0.4
H -4.775086 0.316754 -0.331283 0.0 0.0 -0.4
H -0.850802 -0.942306 7.471913 0.2 -0.1 -0.1
C 0.792384 -2.559209 3.420104 -0.7 -0.1 0.2
H 0.873471 5.656158 -5.054927 -0.1 0.0 0.1
H 3.163539 -1.198687 1.344741 0.1 -0.5 0.5
H 3.720433 -3.637233 2.612077 -0.3 0.1 0.0
H -1.881321 1.612037 1.410527 -0.1 0.0 0.1
H -3.451493 5.758702 -4.743113 0.2 0.0 0.1
H 1.318655 -2.265704 -2.024093 0.1 -0.3 0.1
C 2.026459 -2.775993 5.613015 -0.1 0.1 0.3
H 2.367150 0.654074 3.026860 -0.6 -0.4 0.3
F -1.335916 6.844897 -5.908722 0.1 -0.5 0.8
H 2.816827 -3.312467 5.082053 -0.1 0.1 0.3
H 3.426801 -3.044196 -3.152102 0.0 -0.1 0.4
F -2.848989 0.849610 -5.161990 -0.2 -0.3 0.9
C 4.197048 -3.949399 -1.326800 -0.1 0.0 -0.1
C 2.069975 -2.828560 -1.482091 0.0 -0.3 0.1
H 5.105534 -4.320024 -1.805753 -0.3 0.1 0.2
```
Forces are in eV/Å.

Output
Energy (eV): -69607.7674
Relative energy (zero: lowest compared OMol25 entry of this formula, charge and spin) (kcal/mol): 16.3
Gap between HOMO and LUMO (eV): 5.02
Strongest force on any atom (eV/A): 2.3
Lowest unoccupied orbital energy (eV): -2.217
Highest occupied orbital energy (eV): -7.235
Charge: 0